# 1
Here is C4H8N2S2 in the gas phase at a distorted geometry from the Open Molecules 2025 dataset. Energies are from ωB97M-V with the def2-TZVPD basis set.

```
! wB97M-V def2-TZVPD RIJCOSX def2/J DEFGRID3
* xyz 0 1
C 2.428 -0.665 1.118
C 1.419 0.409 -0.773
C -0.721 -0.689 -0.188
C -0.103 -1.958 -0.831
H 1.809 -0.134 1.847
H 3.424 -0.629 1.536
H 2.110 -1.690 0.990
H 1.509 0.784 -1.775
H -0.271 2.143 1.218
H -0.858 -2.416 -1.473
H 0.145 -2.689 -0.051
H 0.795 -1.759 -1.409
N 2.482 0.038 -0.174
N 0.070 0.406 -0.246
S -0.580 1.992 -0.085
S -2.211 -0.698 0.466
*
```

Properties
- Energy relative to the best compared isomer or geometry (same formula, charge and spin): 136.3 kJ/mol
- Maximum force: 0.0349 Eh/bohr
- HOMO energy: -8.39 eV
- SMILES string: C/N=C\N(S)C(C)=S
- LUMO level: 0.4 eV

---

# 2
Here is 11 unconnected molecules or ions with the total composition C33H66O25 at a distorted geometry from the Open Molecules 2025 dataset. Energies are from ωB97M-V with the def2-TZVPD basis set.

```
! wB97M-V def2-TZVPD RIJCOSX def2/J DEFGRID3
* xyz 0 1
C -16.007 3.362 30.852
O -16.137 3.208 29.442
C -15.576 4.091 28.645
O -15.630 3.989 27.460
O -14.952 5.046 29.308
C -14.393 6.127 28.564
H -16.383 4.320 31.208
H -14.953 3.316 31.134
H -16.520 2.537 31.332
H -13.543 5.807 27.961
H -14.072 6.914 29.237
H -15.162 6.541 27.910
C -15.590 0.694 18.834
O -16.045 1.324 17.648
C -17.011 2.225 17.779
O -17.404 2.671 18.815
O -17.396 2.547 16.553
C -18.243 3.661 16.365
H -14.762 0.028 18.604
H -16.337 0.058 19.305
H -15.206 1.438 19.530
H -19.226 3.356 16.012
H -17.806 4.342 15.634
H -18.387 4.298 17.237
C -19.562 6.864 30.384
O -18.397 7.496 29.877
C -17.982 7.344 28.645
O -17.156 8.010 28.121
O -18.622 6.334 28.051
C -18.064 5.779 26.866
H -20.461 7.194 29.861
H -19.625 7.119 31.437
H -19.487 5.779 30.283
H -18.712 5.941 26.006
H -17.986 4.716 27.086
H -17.069 6.125 26.598
C -13.891 5.385 25.228
O -13.651 4.698 24.005
C -14.561 4.765 23.039
O -15.633 5.338 23.144
O -14.130 4.077 22.009
C -14.967 3.856 20.877
H -13.411 4.857 26.040
H -14.950 5.489 25.451
H -13.497 6.395 25.095
H -15.544 2.953 21.065
H -14.353 3.806 19.984
H -15.673 4.675 20.710
C -12.960 -0.431 20.607
O -11.977 0.026 21.512
C -11.873 1.320 21.796
O -12.388 2.226 21.172
O -11.146 1.449 22.894
C -10.777 2.736 23.344
H -12.849 0.139 19.679
H -13.967 -0.227 20.976
H -12.807 -1.480 20.390
H -10.306 2.636 24.319
H -11.640 3.394 23.463
H -10.054 3.196 22.669
C -9.469 7.669 29.194
O -10.589 7.757 28.330
C -10.497 8.620 27.334
O -9.623 9.409 27.135
O -11.576 8.464 26.576
C -11.662 9.298 25.422
H -9.693 6.948 29.971
H -9.281 8.617 29.703
H -8.574 7.429 28.624
H -12.460 8.910 24.799
H -10.753 9.250 24.824
H -11.875 10.323 25.718
C -16.640 2.727 24.489
O -15.505 1.893 24.568
C -15.135 1.167 23.523
O -15.717 1.072 22.487
O -14.015 0.525 23.774
C -13.393 0.452 25.049
H -17.028 2.739 23.470
H -16.469 3.731 24.846
H -17.480 2.235 24.986
H -13.189 1.450 25.442
H -12.502 -0.159 24.975
H -14.088 -0.010 25.757
C -13.519 7.759 21.425
C -13.836 8.835 22.427
O -13.191 9.847 22.467
C -15.071 8.663 23.268
H -12.721 8.071 20.760
H -14.423 7.441 20.908
H -13.173 6.866 21.962
H -15.290 9.577 23.826
H -14.938 7.839 23.968
H -15.976 8.570 22.670
C -18.301 6.943 21.877
C -19.222 5.745 21.838
O -20.347 5.872 21.432
C -18.719 4.432 22.373
H -18.857 7.749 21.400
H -17.396 6.759 21.294
H -17.998 7.180 22.894
H -18.555 4.540 23.447
H -17.743 4.203 21.949
H -19.458 3.677 22.122
C -16.672 7.595 18.980
C -15.584 7.138 18.024
O -14.507 7.665 17.984
C -15.965 5.911 17.206
H -17.615 7.781 18.464
H -16.385 8.525 19.468
H -16.799 6.840 19.759
H -15.121 5.485 16.675
H -16.773 6.254 16.560
H -16.376 5.223 17.948
C -11.836 4.181 18.654
C -11.744 3.247 17.485
O -10.675 3.057 16.957
C -12.988 2.475 17.100
H -11.023 4.039 19.357
H -12.797 4.217 19.164
H -11.779 5.188 18.213
H -13.777 2.595 17.834
H -12.683 1.425 17.089
H -13.310 2.743 16.094
*
```

Properties
- Energy relative to the best compared isomer or geometry (same formula, charge and spin): 0.0 kJ/mol
- Maximum force: 0.0425 Eh/bohr
- HOMO energy: -9.36 eV
- SMILES string: COC(=O)OC.COC(=O)OC.COC(=O)OC.COC(=O)OC.COC(=O)OC.COC(=O)OC.COC(=O)OC.CC(C)=O.CC(C)=O.CC(C)=O.CC(C)=O
- LUMO level: 0.2 eV

---

# 3
Here is 2 unconnected molecules or ions with the total composition C5H14N2 at a distorted geometry from the Open Molecules 2025 dataset. Energies are from ωB97M-V with the def2-TZVPD basis set.

```
! wB97M-V def2-TZVPD RIJCOSX def2/J DEFGRID3
* xyz 0 1
C 2.581 0.428 -1.460
C 2.064 -0.368 -0.249
N 0.634 -0.633 -0.260
C 0.094 -0.567 1.003
C -1.427 -0.700 1.043
N -2.198 -0.084 -0.052
C -1.970 1.373 -0.126
H 3.656 0.543 -1.309
H 2.311 -0.139 -2.344
H 2.104 1.422 -1.566
H 2.692 -1.270 -0.100
H 2.425 0.273 0.582
H 0.248 0.552 0.626
H 0.559 -0.925 1.915
H -0.110 1.227 1.851
H -1.704 -0.426 2.067
H -1.591 -1.805 0.986
H -1.853 -0.486 -0.917
H -2.496 1.685 -1.063
H -0.954 1.628 -0.374
H -2.302 1.858 0.771
*
```

Properties
- Energy relative to the best compared isomer or geometry (same formula, charge and spin): 622.8 kJ/mol
- Maximum force: 0.0487 Eh/bohr
- HOMO energy: -8.27 eV
- LUMO level: -0.2 eV

---

# 4
Here is C2H4N6 in the gas phase at a distorted geometry from the Open Molecules 2025 dataset. Energies are from ωB97M-V with the def2-TZVPD basis set.

```
! wB97M-V def2-TZVPD RIJCOSX def2/J DEFGRID3
* xyz 0 1
C -2.466 0.759 0.829
C 0.465 -0.092 -0.494
H -3.131 1.016 -0.067
H -2.788 1.152 1.891
H 1.105 -0.097 1.606
H 1.143 -0.569 -2.499
N -1.367 0.040 0.790
N -0.827 -0.058 -0.528
N 1.335 -0.268 0.648
N 2.568 -0.754 0.254
N 2.587 -0.816 -0.974
N 1.375 -0.313 -1.455
*
```

Properties
- Energy relative to the best compared isomer or geometry (same formula, charge and spin): 246.1 kJ/mol
- Maximum force: 0.0929 Eh/bohr
- HOMO energy: -8.62 eV
- SMILES string: C=NN=c1[nH]nn[nH]1
- LUMO level: 0.9 eV

---

How do the records compare in frontier orbital gap? In the order shown, they have 8.75 9.60 8.08 9.53 eV.